The following is a DFT calculation (ωB97M-V/def2-TZVPD) of a cluster of 9 separate species, C21H47F3NO11S in total.

- Kohn-Sham gap: 7.39 eV
- ΔE to the lowest compared entry with this formula, charge and spin: 0.0 kcal/mol
- Net charge: +1
- HOMO: -11.49 eV

CARTESIAN COORDINATES (ANGSTROEM)
S: 4.8587 0.4326 3.8088
F: 3.1111 -3.9421 -1.7324
F: 3.8938 -2.0229 -2.3555
F: 3.4491 -2.3889 -0.2668
O: -4.0052 0.1695 3.1412
O: 1.8102 -2.1316 -1.7734
O: 1.6292 1.3571 -6.6930
O: -1.9896 -1.2677 -2.9340
O: -2.9268 0.1795 7.4878
O: -3.3542 5.0039 0.2645
O: 2.2281 0.0554 3.9597
O: -3.5994 -3.1156 -6.4133
O: 0.0539 0.2370 4.3383
O: -2.9616 2.7282 2.4011
O: -0.4841 1.6971 -2.8007
N: 0.1754 -0.1499 -0.5512
C: 1.3090 -2.4242 2.1480
C: 0.1955 1.1466 1.3889
C: -2.3638 3.3340 3.5489
C: 2.8721 2.0217 -6.4591
C: -0.0453 1.0162 0.0371
C: 0.9570 0.1244 3.5575
C: -2.9165 4.5491 -1.0042
C: 0.6117 -2.9359 3.2052
C: -4.9649 -0.8301 3.4881
C: 0.4157 2.1185 -3.8409
C: -2.1342 0.7327 6.4426
C: -1.5531 -1.9161 -4.1482
C: 0.8074 -2.4691 -0.7815
C: 0.8640 -1.2053 1.4404
C: 0.6073 -1.2566 0.0809
C: 7.2454 -0.5844 2.8295
C: -3.1438 -3.7663 -7.6005
C: 3.0449 -2.6242 -1.5373
C: 3.2622 0.3308 2.9942
C: 5.7720 -0.9433 3.0316
C: 0.6563 0.0402 2.0819
H: -3.2614 4.2729 0.8854
H: 0.2071 -3.9437 3.2006
H: 3.6393 1.2988 -6.1711
H: 7.4445 -0.2817 1.8048
H: -0.0901 -2.6789 -1.3606
H: 1.1424 1.3348 -4.0569
H: -3.9654 -4.2793 -8.1034
H: 5.6213 -1.8544 3.6049
H: 1.1280 -3.3197 -0.1919
H: -0.1410 2.3528 -4.7469
H: -1.8635 4.2448 -0.9763
H: -5.9215 -0.5234 3.0740
H: -1.8818 1.7752 6.6591
H: -0.9420 0.9112 -3.1164
H: -5.0597 -0.9222 4.5723
H: 0.4397 -2.3589 4.1121
H: -1.3012 3.4620 3.3500
H: -2.4122 0.2085 8.2984
H: -3.8969 2.6118 2.5979
H: -3.5234 3.7090 -1.3561
H: -4.2626 -2.4712 -6.6759
H: 3.0871 1.2790 2.4883
H: -2.8086 4.3114 3.7452
H: -0.4016 1.8637 -0.5275
H: -0.8011 -2.6549 -3.8803
H: 7.8405 -1.4828 2.9933
H: 0.0403 2.0687 1.9281
H: 3.3392 -0.4549 2.2430
H: 1.7763 0.7320 -7.4080
H: -3.1572 -0.0977 3.5072
H: -4.6905 -1.8001 3.0662
H: 0.0217 -0.2208 -1.5566
H: 3.1907 2.5553 -7.3563
H: -1.2197 0.1604 6.3032
H: -1.1127 -1.1856 -4.8314
H: -2.7234 0.6954 5.5290
H: 2.7292 2.7340 -5.6501
H: -2.6915 -3.0502 -8.2904
H: 2.2210 -2.9300 1.8381
H: -2.3959 -4.4983 -7.3077
H: -3.0201 5.3729 -1.7062
H: 7.5799 0.1789 3.5277
H: -2.6584 -0.6220 -3.1832
H: -2.3897 -2.4107 -4.6382
H: 5.3149 -1.0946 2.0534
H: 0.9349 3.0089 -3.4964
H: -2.4922 2.6939 4.4217

Atomic partial charges in e from the Mulliken method, atoms 1 to 4: -0.179 -0.261 -0.243 -0.208

=====

The following is a DFT calculation (ωB97M-V/def2-TZVPD) of a structure of composition C21H47GeN9O3Si2Sr.

- Kohn-Sham gap (spin up / spin down): 7.33 / 6.75 eV
- Multiplicity: 2
- ΔE to the lowest compared entry with this formula, charge and spin: 24.9 kcal/mol
- Expectation value of S²: 0.75
- Net charge: -1
- HOMO (spin up / spin down): -5.00 / -5.00 eV

CARTESIAN COORDINATES (ANGSTROEM)
Sr: -0.1349 1.0620 -0.2957
Ge: 1.5717 2.4960 1.4696
Si: 1.2287 -3.5108 -0.5809
Si: -2.1238 -3.7668 -0.3974
O: 0.6343 0.7407 1.7910
O: -0.0084 3.1821 0.3614
O: 2.1458 1.6404 -0.1652
N: -2.4678 0.6238 -0.5212
N: -1.2721 0.4650 -4.5977
N: -2.7693 1.1289 -2.8619
N: -4.5271 0.8232 0.0941
N: 0.3985 -0.1953 -3.3998
N: -0.5578 0.2099 -2.5267
N: -0.0300 -0.0427 -4.6056
N: -4.5089 1.0682 -1.2260
N: -3.3367 0.5597 0.5144
C: 2.3882 -2.0278 -0.6387
C: -3.2360 0.9397 -1.5749
C: -0.8674 4.2602 0.6577
C: 0.4661 0.1546 3.0660
C: -0.8995 0.5576 3.6342
C: 3.7656 3.4500 -0.4597
C: -2.2057 3.7470 1.2011
C: 1.5774 0.5764 4.0373
C: -2.0029 -5.4452 -1.2815
C: 0.5121 -1.3687 2.8911
C: -1.1202 5.0328 -0.6420
C: -0.2465 5.2021 1.6986
C: 1.5630 -4.6305 0.9158
C: -1.5695 0.6084 -3.3130
C: 4.2289 1.1100 -1.2093
C: 1.5285 -4.5549 -2.1353
C: -0.5068 -2.8640 -0.5436
C: 2.4968 2.4905 -2.3822
C: -3.4661 -2.6963 -1.1652
C: 3.1394 2.1708 -1.0300
C: -2.5166 -4.1925 1.4128
H: 2.0585 1.5875 -2.8119
H: 5.0430 1.4794 -1.8357
H: -4.3589 -3.2547 -1.4524
H: -1.6900 0.2991 2.9254
H: 2.5543 0.3865 3.5849
H: -1.2522 -6.0787 -0.8005
H: 1.2003 -4.0003 -3.0173
H: -1.8665 5.8143 -0.4938
H: 2.5636 -5.0669 0.8734
H: -2.8567 4.5786 1.4748
H: -1.4821 4.3417 -1.4061
H: -0.1448 4.6852 2.6568
H: -0.1650 -1.6613 2.0844
H: -1.0876 0.0564 4.5852
H: 1.5132 0.0189 4.9730
H: 2.9954 4.2165 -0.3271
H: -0.9293 1.6386 3.7970
H: 2.5888 -4.7879 -2.2574
H: 4.2271 3.2500 0.5113
H: 1.5240 -1.6862 2.6294
H: 3.7958 0.2261 -1.6766
H: 0.2155 -1.8752 3.8101
H: -3.4187 -4.8047 1.4822
H: 1.7072 3.2350 -2.2452
H: -2.6766 -3.2898 2.0069
H: 0.8421 -5.4522 0.9397
H: -2.7124 3.1372 0.4522
H: 2.2264 -1.3591 0.2113
H: -1.7132 -5.3181 -2.3271
H: 4.5285 3.8411 -1.1330
H: 3.2350 2.8899 -3.0796
H: -3.4740 1.2426 -3.5702
H: 1.5044 1.6425 4.2638
H: -0.1939 5.4898 -0.9984
H: -3.7662 -1.9102 -0.4686
H: -2.0415 3.1256 2.0844
H: -3.0676 -2.2053 -2.0564
H: -2.9562 -5.9772 -1.2575
H: -0.8808 6.0771 1.8441
H: -0.5894 -1.7963 -0.7275
H: -1.6953 -4.7536 1.8664
H: 4.6296 0.8270 -0.2335
H: 3.4454 -2.3001 -0.6588
H: 0.9749 -5.4958 -2.0991
H: 1.4733 -4.0840 1.8577
H: 2.1572 -1.4664 -1.5494
H: 0.7444 5.5335 1.3770

Atomic partial charges in e from the Mulliken method, atoms 1 to 4: 2.775 -0.198 -0.054 -0.135

=====

The following is a DFT calculation (ωB97M-V/def2-TZVPD) of a structure of composition C21H47NO2RhSSi2.

- Kohn-Sham gap (spin up / spin down): 7.36 / 7.11 eV
- Multiplicity: 5
- ΔE to the lowest compared entry with this formula, charge and spin: 0.0 kcal/mol
- Expectation value of S²: 6.01
- Net charge: +1
- HOMO (spin up / spin down): -9.28 / -10.48 eV

CARTESIAN COORDINATES (ANGSTROEM)
Rh: 0.0832 -0.0535 2.0332
S: -0.1028 2.1904 2.8271
Si: -3.2642 -0.0477 1.3874
Si: 3.5091 0.4241 0.9105
O: -0.3494 -1.0122 -1.7095
O: 0.7221 0.5931 -2.9296
N: -0.2726 -0.0829 3.9862
C: -0.3675 -1.0992 4.8776
C: -0.5631 1.6002 5.6357
C: 4.5016 -0.7530 -0.1625
C: 0.3259 -2.2325 -2.1011
C: -2.8778 1.6718 0.7830
C: 1.9989 0.5713 -5.0230
C: -1.6726 -1.1078 -3.9478
C: 1.6622 -0.0504 0.7314
C: -0.3518 1.2111 4.3164
C: -0.5831 -0.7731 6.2238
C: 4.3295 0.2413 2.5836
C: 1.9888 0.3075 -3.5171
C: -1.6824 -1.0951 1.4940
C: -1.6112 -0.8738 -2.4167
C: -0.6541 2.3516 -3.9440
C: -4.5029 -0.8375 0.2260
C: -4.0964 0.0286 3.0575
C: -0.6832 0.5821 6.6004
C: 0.2491 1.9333 -2.7810
C: -0.3447 -3.5313 -1.6118
C: 3.8325 2.1909 0.3822
H: -0.6643 -1.5560 6.9677
H: 0.2422 -4.4001 -1.9095
H: -0.3456 1.9945 -1.8722
H: -1.8911 -2.0879 1.1006
H: 1.1607 0.0797 -5.5148
H: 2.7696 0.8923 -3.0381
H: 4.4088 -0.5303 -1.2212
H: 0.9642 0.7218 0.4292
H: -1.5508 -2.1587 -4.2067
H: 3.2683 2.4604 -0.5068
H: 4.1832 -1.7827 -0.0104
H: -4.3565 -0.9668 3.4143
H: -0.6228 2.6439 5.9110
H: 5.5621 -0.6966 0.0784
H: -1.5990 -1.2815 2.5550
H: 2.9177 0.1970 -5.4722
H: -4.5601 -1.9140 0.3822
H: -3.3318 2.4276 1.4221
H: -4.2583 -0.6586 -0.8194
H: -1.9730 0.1300 -2.2116
H: -2.6365 -0.7896 -4.3437
H: 4.0285 -0.6558 3.1144
H: -5.0161 0.6101 3.0055
H: 4.1320 1.1064 3.2109
H: 0.4260 -0.0577 -2.1816
H: -0.1443 2.3006 -4.9025
H: -5.4990 -0.4287 0.3918
H: -3.4594 0.4971 3.8000
H: 4.8883 2.3491 0.1693
H: -3.2452 1.8340 -0.2293
H: 1.0783 2.6317 -2.6604
H: 3.5506 2.8853 1.1713
H: -0.4220 -3.5503 -0.5262
H: -0.9059 -0.5445 -4.4763
H: 2.2323 -0.7387 -3.3455
H: -2.3367 -1.5588 -1.9899
H: 1.4064 -1.0762 0.9692
H: -0.9969 3.3765 -3.8090
H: 0.4624 -2.2714 -3.1809
H: -1.5369 1.7188 -4.0042
H: -1.3444 -3.6584 -2.0255
H: -0.2725 -2.1281 4.5565
H: 5.4112 0.1940 2.4682
H: 1.3520 -2.2288 -1.7445
H: -0.8428 0.8399 7.6391
H: -1.8054 1.8482 0.7713
H: 1.9474 1.6376 -5.2348

Atomic partial charges in e from the Mulliken method, atoms 1 to 4: -0.339 -0.432 0.578 0.075

=====

The following is a DFT calculation (ωB97M-V/def2-TZVPD) of a cluster of 3 separate species, C21H47O15P3 in total.

- Kohn-Sham gap: 9.00 eV
- ΔE to the lowest compared entry with this formula, charge and spin: 0.0 kcal/mol
- SMILES string: COCCCC[C@]1(CP(=O)(O)O)COC(=O)O1.CCOP(=O)(OCC)OCC.CCOP(=O)(OCC)OCC
- HOMO: -9.44 eV

CARTESIAN COORDINATES (ANGSTROEM)
P: -2.1817 2.3465 4.9379
P: 2.5513 -5.4312 -0.5771
P: 0.6970 2.7816 -4.4011
O: 3.1046 -6.9659 -0.4983
O: 0.7807 4.3174 -5.0417
O: -2.4826 -4.9556 0.6454
O: 2.3329 2.7796 -4.4719
O: -2.5583 2.8579 3.3963
O: 3.7506 -0.4857 0.8045
O: 0.3447 2.1497 -5.8877
O: 2.9915 -4.6292 0.5775
O: -2.1511 2.0860 6.4162
O: -0.8479 3.2889 4.8077
O: 3.2302 -4.8220 -1.9378
O: 0.4903 1.5810 -3.5219
O: -2.1079 -5.2236 2.8389
O: -1.5848 0.9226 4.3508
O: -0.3773 -5.3777 1.4431
C: 1.3932 -0.9867 0.1938
C: 2.5751 -1.1908 1.2085
C: -1.7053 -5.1971 1.7602
C: 0.7600 3.3793 6.6031
C: -3.7126 2.3360 2.7453
C: -1.3915 5.0586 -4.1862
C: -1.9427 2.0064 -6.6768
C: 3.1055 2.2211 -3.4104
C: -0.0831 -4.6644 0.2245
C: 0.7252 -5.3850 -0.8773
C: -1.5366 -4.6344 -0.3742
C: -0.4207 5.0189 -5.3481
C: 3.5753 0.8304 -3.7850
C: -3.0288 -0.9935 4.0063
C: -1.9917 -0.3302 4.8924
C: 4.7098 -1.4037 0.2743
C: 0.2757 -3.2000 0.6261
C: -0.7590 1.2719 -6.0753
C: -0.3979 4.0715 5.9123
C: 0.9723 -2.3613 -0.4695
C: -4.9664 2.4516 3.5871
H: 2.2529 -0.7543 2.1786
H: -0.1314 6.0386 -5.6085
H: 2.5441 2.2113 -2.4757
H: -1.8002 -3.7507 -0.9840
H: -1.5737 -5.4797 -1.1021
H: 0.3982 -6.4499 -0.8559
H: 1.0768 3.9383 7.4858
H: 3.8412 -4.1147 -1.6702
H: 2.7403 0.1846 -4.0601
H: -1.7164 4.0497 -3.9050
H: -3.9630 -0.4246 4.0130
H: -0.4299 0.4909 -6.7644
H: -0.8815 4.5867 -6.2395
H: 4.1180 0.3682 -2.9573
H: 2.7714 -2.2624 1.4159
H: 5.6515 -0.9035 -0.0072
H: 0.8247 -3.2218 1.5876
H: -0.6847 -2.6807 0.8505
H: 3.3705 -7.0664 0.4352
H: -3.8428 2.9119 1.8271
H: -2.3457 2.7350 -5.9678
H: -0.0640 5.0334 5.5165
H: 1.6426 -0.2742 -0.6096
H: 3.9706 2.8700 -3.2586
H: -3.2470 -2.0047 4.3535
H: 0.5195 -0.6656 0.7990
H: -4.8778 1.8724 4.5137
H: 1.9096 -2.7951 -0.8576
H: -5.1447 3.4910 3.8695
H: 0.4949 2.3660 6.9062
H: -0.9213 5.5050 -3.3081
H: 4.9358 -2.2247 0.9832
H: 4.2491 -1.8106 -0.6596
H: -2.6827 -1.0445 2.9719
H: -1.2111 4.2759 6.6094
H: 1.6093 3.2922 5.9216
H: -1.0587 0.7835 -5.1469
H: -2.3780 -0.2345 5.9079
H: 4.2357 0.8737 -4.6542
H: -3.5282 1.3022 2.4432
H: -2.7416 1.3089 -6.9345
H: -2.2762 5.6413 -4.4457
H: 0.3226 -2.1250 -1.3352
H: -1.1007 -0.9601 4.9399
H: -1.6480 2.5507 -7.5757
H: 0.4650 -5.0361 -1.8945
H: -5.8330 2.0831 3.0368

Atomic partial charges in e from the Mulliken method, atoms 1 to 4: 1.066 0.779 1.095 -0.570

=====

The following is a DFT calculation (ωB97M-V/def2-TZVPD) of a structure of composition C21H48AlO3.

- Kohn-Sham gap: 6.90 eV
- Net charge: -1
- HOMO: -4.71 eV

CARTESIAN COORDINATES (ANGSTROEM)
Al: 3.2512 -6.2293 3.9093
O: 4.3296 -4.8775 3.3492
O: 2.0504 -5.1210 4.6986
O: 0.6134 1.3190 4.7387
C: -2.7353 2.8970 -1.5471
C: 3.5722 -3.0724 1.9718
C: -3.0740 6.6464 -4.5178
C: -0.0916 -2.6894 -1.9697
C: -0.8417 -0.5098 -3.1336
C: 2.1226 -1.0280 2.1003
C: 3.5572 -3.6998 3.3713
C: -0.7316 -1.0341 -4.5626
C: -2.3458 6.2145 -3.2479
C: 0.5223 0.8780 2.3995
C: -2.1436 3.7263 -3.8874
C: 3.5524 -1.5365 1.9984
C: 2.1069 -3.9552 3.9162
C: -1.4871 -3.0845 -1.4913
C: -1.4315 5.0078 -3.4513
C: 0.1185 -1.1870 -2.1586
C: 0.8725 0.6731 5.9710
C: 1.9939 0.4745 2.2903
C: -0.0451 0.5393 3.7562
C: -1.8387 -2.5102 -0.1209
C: -3.2446 3.2484 -2.9421
H: -2.2411 -2.7784 -2.2233
H: -2.5697 3.8664 -4.8852
H: 0.5778 -0.3695 5.9741
H: -1.9765 2.1138 -1.6002
H: -1.5383 -4.1748 -1.4400
H: -1.1099 0.7836 3.7490
H: -1.4148 -0.4986 -5.2248
H: -0.9808 -2.0944 -4.6230
H: 0.0447 -0.6880 -1.1877
H: -0.8805 4.8217 -2.5257
H: -0.6293 0.5636 -3.1366
H: -1.1207 -2.8390 0.6328
H: 4.4011 -3.4545 1.4026
H: -1.7401 7.0502 -2.8874
H: 0.3675 1.1921 6.7801
H: -2.2978 3.7606 -1.0442
H: 3.8225 -7.1954 5.0687
H: -1.8463 -1.4184 -0.1296
H: 0.2815 -0.9009 -4.9476
H: -1.3963 2.9331 -3.9900
H: 1.6350 -1.2644 1.1574
H: 2.5363 0.8057 3.1645
H: 0.0363 -0.5247 3.9486
H: -3.5505 2.5312 -0.9216
H: 3.9735 -1.1352 1.0824
H: -2.8290 -2.8423 0.1945
H: -3.7321 5.8612 -4.8925
H: 3.9847 -2.9791 4.0767
H: 0.1259 -3.2110 -2.9065
H: -3.0754 6.0068 -2.4609
H: -3.6898 7.5273 -4.3296
H: 4.1469 -1.1824 2.8304
H: 0.6450 -3.0530 -1.2474
H: 2.6355 -7.0048 2.6305
H: 0.3771 1.9374 2.2255
H: -3.7126 2.3625 -3.3796
H: 1.1449 -1.0222 -2.5013
H: 1.3715 -3.9911 3.1092
H: -0.6765 5.2573 -4.2036
H: -2.3623 6.8975 -5.3070
H: -0.0113 0.2913 1.6607
H: -4.0333 4.0024 -2.8660
H: 1.9278 -3.1252 4.6048
H: 1.9384 0.7202 6.1753
H: 2.4095 0.9403 1.4049
H: -1.8728 -0.6151 -2.7835
H: 2.6582 -3.3731 1.4641
H: 1.5935 -1.5803 2.8677

Atomic partial charges in e from the Mulliken method, atoms 1 to 4: 0.305 -0.721 -0.683 -0.353

=====

The following is a DFT calculation (ωB97M-V/def2-TZVPD) of a structure of composition C21H48ClInNO2P3.

- Kohn-Sham gap (spin up / spin down): 9.85 / 4.12 eV
- ΔE to the lowest compared entry with this formula, charge and spin: 44.6 kcal/mol
- Net charge: +2
- HOMO (spin up / spin down): -15.19 / -12.87 eV

CARTESIAN COORDINATES (ANGSTROEM)
In: -0.0880 1.0085 -1.5168
Cl: 1.1835 2.8859 -2.0395
P: 0.3878 -0.7211 1.5301
P: -2.2338 2.5226 -0.7717
P: 1.2926 -0.6068 -3.0928
O: -3.1730 -0.7947 -3.1017
O: -1.7539 1.1698 -4.0127
N: 0.0071 0.1859 0.3204
C: -2.8902 3.6690 -2.0309
C: 0.9780 -2.4314 -3.1429
C: -3.7431 1.7914 -0.0536
C: -0.4362 -3.1121 0.3161
C: 2.3251 -1.0819 1.7407
C: 1.3221 -0.1372 -4.8677
C: -0.1771 -0.4841 4.4381
C: -2.0190 -2.2156 1.9833
C: 0.0530 -3.4336 2.7559
C: 2.6733 -2.2283 0.7899
C: -0.1372 0.2425 3.0676
C: 2.9909 0.2012 1.2424
C: -1.5511 3.6753 0.4817
C: 3.0537 -0.3947 -2.5917
C: 2.8071 -1.4213 3.1813
C: 0.7971 1.4585 3.2419
C: -0.5201 -2.4401 1.7043
C: -0.8736 3.0549 -5.3138
C: -1.0878 2.0967 -4.3292
C: -2.2651 -0.4175 -2.5198
C: -1.5461 0.8089 2.8373
H: -2.3716 4.2729 0.9202
H: 0.2988 -0.0968 -5.2371
H: 0.9307 2.0090 2.2967
H: 1.6244 -2.8502 -3.9103
H: 1.1934 -2.8744 -2.1692
H: 0.5607 -3.5172 0.1174
H: -0.5831 -4.3367 2.7822
H: -4.3476 1.3190 -0.8512
H: 3.7650 -2.2964 0.6598
H: -3.6770 4.3107 -1.5966
H: 2.9591 0.9950 2.0020
H: -1.6991 1.6664 3.5125
H: -0.9953 4.0715 -4.8896
H: 0.1797 3.0355 -5.6587
H: -1.6469 1.1600 1.8030
H: 1.7751 1.1844 3.6487
H: 2.5043 0.5913 0.3574
H: 2.3188 -2.2933 3.6280
H: 1.7976 0.8377 -4.9864
H: -1.5932 2.8549 -6.1479
H: 0.0572 -3.0145 3.7644
H: 1.8769 -0.9031 -5.4084
H: 3.1968 -0.6390 -1.5331
H: -0.6912 -2.3845 -0.4798
H: 3.6781 -1.0503 -3.2029
H: 2.6988 -0.5875 3.8916
H: -0.0684 -2.5972 -3.4047
H: 3.3246 0.6513 -2.7633
H: -2.3319 0.0889 3.0423
H: 2.3486 -3.2096 1.1587
H: -1.0303 3.1368 1.2879
H: -3.4949 1.0158 0.6968
H: -1.1408 -3.9636 0.2539
H: 3.8940 -1.6548 3.1581
H: -3.3135 3.0866 -2.8526
H: -2.5675 -3.1655 1.8343
H: 2.2371 -2.0656 -0.1991
H: -4.3420 2.5965 0.4211
H: -2.0625 4.3064 -2.4034
H: -0.4231 0.2985 5.1779
H: -0.9447 -1.2670 4.5108
H: -2.2322 -1.9051 3.0102
H: -2.4423 -1.4794 1.2861
H: 0.7885 -0.9258 4.7237
H: 1.0687 -3.7744 2.5318
H: 0.3242 2.1437 3.9696
H: -0.8294 4.3491 -0.0123
H: 4.0511 0.0192 1.0134

Atomic partial charges in e from the Mulliken method, atoms 1 to 4: 0.279 -0.403 0.909 0.984

=====

Computed E_tot (Ha) in order:
-2408.1065 -4233.7453 -2120.8920 -2981.1289 -1297.1812 -2707.9916
Computed maximum force (eV Å⁻¹) in order:
1.85 3.02 3.18 7.95 1.21 5.21